8
Properties=species:S:1:pos:R:3:nbo_charge:R:1 method="wB97M-V/def2-TZVPD" e_lumo_ev=-4.92 e_homo_ev=-17.4 e_above_lowest_ev=0.2071 energy_ha=-258.6559 multiplicity=1 charge=+1
C 0.116 -0.752 0.572 0.78
N 0.952 -0.686 1.360 -0.46
N 0.121 1.918 -0.729 -0.09
N 0.539 2.738 -1.331 0.09
N -0.855 -0.976 -0.242 -0.80
H 1.643 -0.009 1.763 0.50
H -1.799 -1.326 -0.053 0.49
H -0.717 -0.907 -1.339 0.49